(1)
Computed, not measured: a 3-piece molecular cluster, C3H13NO3 overall at a distorted geometry, with ωB97M-V with the def2-TZVPD basis set.

total charge = +1
energy relative to the best compared isomer or geometry (same formula, charge and spin) = 85.8 kcal per mole
HOMO (spin up / spin down) = -0.51553 / -0.51553 Ha
Kohn-Sham gap (spin up / spin down) = 10.56 / 5.70 eV
2S+1 = 2

Each atom is followed by the atoms it is bonded to, with distances in Å.
Element x y z (Å)
1 C 0.596 0.908 0.053  N2 1.465, H6 1.176, H7 1.221, H8 1.125
2 N -0.220 -0.252 0.424  C1 1.465, C3 1.519, H9 1.045
3 C -1.712 -0.169 0.154  N2 1.519, C4 1.510, H10 1.106, H11 1.213
4 C -2.645 -0.493 1.295  C3 1.510, O5 1.462, H12 1.138, H13 1.116
5 O -2.177 0.098 2.547  C4 1.462, H14 0.994
6 H 1.626 0.930 0.619  C1 1.176
7 H -0.063 1.926 0.200  C1 1.221
8 H 0.790 0.985 -1.052  C1 1.125
9 H 0.141 -0.618 1.333  N2 1.045
10 H -2.145 0.752 -0.281  C3 1.106
11 H -1.848 -1.125 -0.580  C3 1.213
12 H -3.709 -0.271 0.954  C4 1.138
13 H -2.675 -1.515 1.742  C4 1.116
14 H -2.488 1.035 2.656  O5 0.994
15 H -1.105 -1.209 -3.660  O17 1.039
16 H -0.445 -0.362 -2.331  O17 0.914
17 O -0.377 -0.625 -3.204  H15 1.039, H16 0.914
18 H 5.437 -0.386 -0.807  O20 0.893
19 H 4.989 0.944 -0.551  O20 0.926
20 O 5.754 0.427 -0.620  H18 0.893, H19 0.926


(2)
Computed, not measured: a 2-piece molecular cluster, C4H4Cl4 overall at a distorted geometry, with ωB97M-V with the def2-TZVPD basis set.

energy relative to the best compared isomer or geometry (same formula, charge and spin) = 59.5 kcal per mole
SMILES = C=C(Cl)Cl.C=C(Cl)Cl
HOMO = -0.37227 Ha
Kohn-Sham gap = 10.62 eV

Each atom is followed by the atoms it is bonded to, with distances in Å.
Element x y z (Å)
1 C 0.900 1.146 0.940  C2 1.237, H5 1.071, H6 1.261
2 C 0.162 1.028 1.927  C1 1.237, Cl3 1.826, Cl4 1.798
3 Cl -0.231 2.571 2.822  C2 1.826
4 Cl -0.636 -0.374 2.722  C2 1.798
5 H 1.202 2.163 0.795  C1 1.071
6 H 1.024 -0.020 0.474  C1 1.261
7 C -0.206 -1.794 -1.790  C8 1.265, H11 1.082, H12 1.138
8 C -0.493 -0.619 -1.421  C7 1.265, Cl9 1.685, Cl10 1.782
9 Cl 0.262 0.723 -2.107  C8 1.685
10 Cl -2.043 -0.122 -0.696  C8 1.782
11 H 0.725 -1.964 -2.316  C7 1.082
12 H -0.667 -2.738 -1.351  C7 1.138


(3)
Computed, not measured: C5H9ClO in the gas phase at a distorted geometry, with ωB97M-V with the def2-TZVPD basis set.

energy relative to the best compared isomer or geometry (same formula, charge and spin) = 39.0 kcal per mole
SMILES = C=C(Cl)[C@H](C)CO
HOMO = -0.33455 Ha
Kohn-Sham gap = 9.85 eV

Each atom is followed by the atoms it is bonded to, with distances in Å.
Element x y z (Å)
1 C -1.512 1.240 0.738  C2 1.352, H8 1.059, H9 1.071
2 C -1.164 -0.047 0.516  C1 1.352, Cl3 1.720, C4 1.510
3 Cl -2.096 -1.211 1.375  C2 1.720
4 C -0.072 -0.518 -0.413  C2 1.510, C5 1.553, C6 1.580, H10 1.052
5 C 0.677 -1.678 0.297  C4 1.553, H11 1.116, H12 1.096, H13 1.162
6 C 0.997 0.622 -0.643  C4 1.580, O7 1.366, H14 1.082, H15 1.101
7 O 0.481 1.549 -1.504  C6 1.366, H16 1.010
8 H -1.142 2.090 0.225  C1 1.059
9 H -2.273 1.493 1.447  C1 1.071
10 H -0.580 -0.786 -1.294  C4 1.052
11 H 1.242 -1.297 1.181  C5 1.116
12 H 1.365 -2.181 -0.393  C5 1.096
13 H -0.086 -2.504 0.593  C5 1.162
14 H 1.800 -0.010 -1.001  C6 1.082
15 H 1.239 0.911 0.391  C6 1.101
16 H 1.122 2.329 -1.514  O7 1.010


(4)
Computed, not measured: an isolated ion of composition C2H5BrNO and charge +1 at a distorted geometry, with ωB97M-V with the def2-TZVPD basis set.

total charge = +1
energy relative to the best compared isomer or geometry (same formula, charge and spin) = 14.6 kcal per mole
HOMO (spin up / spin down) = -0.43134 / -0.55437 Ha
Kohn-Sham gap (spin up / spin down) = 7.50 / 5.50 eV
2S+1 = 3

Each atom is followed by the atoms it is bonded to, with distances in Å.
Element x y z (Å)
1 C 0.290 -0.589 -0.998  C2 1.480, O4 1.410, Br5 1.790
2 C -0.599 0.267 -0.182  C1 1.480, N3 1.426, H6 1.146, H7 1.106
3 N -0.291 0.543 1.183  C2 1.426, H8 1.015, H10 1.036
4 O 1.426 -1.060 -0.308  C1 1.410, H9 0.973
5 Br 0.344 -0.983 -2.743  C1 1.790
6 H -1.537 -0.374 -0.032  C2 1.146
7 H -0.805 1.234 -0.678  C2 1.106
8 H 0.667 0.834 1.347  N3 1.015
9 H 1.488 -0.931 0.654  O4 0.973
10 H -0.985 1.057 1.755  N3 1.036


(5)
Computed, not measured: C4H5FS in the gas phase at a distorted geometry, with ωB97M-V with the def2-TZVPD basis set.

energy relative to the best compared isomer or geometry (same formula, charge and spin) = 24.8 kcal per mole
SMILES = F[C@H]1CCC1=S
HOMO = -0.32514 Ha
Kohn-Sham gap = 8.50 eV

Each atom is followed by the atoms it is bonded to, with distances in Å.
Element x y z (Å)
1 F -0.513 0.461 1.916  C2 1.349
2 C 0.224 -0.225 1.017  F1 1.349, C3 1.576, C5 1.520, H7 1.102
3 C -0.647 -0.748 -0.188  C2 1.576, C4 1.569, H8 1.084, H9 1.133
4 C -0.238 0.567 -0.940  C3 1.569, C5 1.487, H10 1.066, H11 1.089
5 C 0.912 0.668 -0.003  C2 1.520, C4 1.487, S6 1.560
6 S 2.413 1.058 -0.174  C5 1.560
7 H 0.724 -0.944 1.685  C2 1.102
8 H -0.246 -1.660 -0.615  C3 1.084
9 H -1.739 -0.942 0.044  C3 1.133
10 H -0.926 1.361 -0.761  C4 1.066
11 H 0.037 0.403 -1.982  C4 1.089


(6)
Computed, not measured: C6H12 in the gas phase at a distorted geometry, with ωB97M-V with the def2-TZVPD basis set.

energy relative to the best compared isomer or geometry (same formula, charge and spin) = 52.4 kcal per mole
SMILES = C[C@H]1[C@@H](C)[C@H]1C
HOMO = -0.31381 Ha
Kohn-Sham gap = 9.66 eV

Each atom is followed by the atoms it is bonded to, with distances in Å.
Element x y z (Å)
1 C 0.752 -1.672 0.301  C2 1.490, H7 1.098, H8 1.095, H9 1.090
2 C -0.572 -1.008 0.136  C1 1.490, C3 1.475, C5 1.575, H10 1.098
3 C -0.931 0.121 -0.743  C2 1.475, C4 1.518, C5 1.508, H11 1.086
4 C 0.190 0.582 -1.656  C3 1.518, H12 1.097, H13 1.095, H14 1.091
5 C -0.861 0.421 0.733  C2 1.575, C3 1.508, C6 1.527, H15 1.067
6 C 0.175 1.422 1.241  C5 1.527, H16 1.095, H17 1.094, H18 1.105
7 H 0.677 -2.462 1.060  C1 1.098
8 H 1.496 -0.950 0.653  C1 1.095
9 H 1.080 -2.113 -0.640  C1 1.090
10 H -1.431 -1.678 0.273  C2 1.098
11 H -1.892 0.085 -1.249  C3 1.086
12 H 0.274 -0.159 -2.460  C4 1.097
13 H 1.169 0.622 -1.168  C4 1.095
14 H -0.009 1.556 -2.105  C4 1.091
15 H -1.445 -0.109 1.451  C5 1.067
16 H 1.189 1.157 0.924  C6 1.095
17 H 0.164 1.483 2.333  C6 1.094
18 H 0.012 2.454 0.883  C6 1.105